C23H24N2O5S2 | the ωB97M-V functional and the def2-TZVPD basis

## Properties
**ΔE to the lowest compared entry with this formula, charge and spin**: 500.9 kcal/mol
**Structure (SMILES)**: COc1ccc(NS(=O)(=O)c2cc(NC(=O)CCSc3ccccc3)ccc2OC)cc1
**Kohn-Sham gap**: 7.53 eV
**HOMO energy**: -0.3090 Eh

```
! RIJCOSX wB97M-V def2-TZVPD def2/J DEFGRID3
* xyz 0 1
C -0.826 -3.900 -2.108
O -1.984 -3.216 -2.076
C -2.265 -2.428 -1.074
C -1.310 -2.162 -0.310
C -1.680 -1.136 0.871
C -2.985 -0.626 1.090
N -3.261 0.557 1.800
S -1.951 1.413 2.149
O -2.651 2.835 2.779
O -1.010 0.982 3.001
C -1.238 1.891 0.819
C 0.240 1.691 0.688
C 0.831 2.005 -0.492
N 2.181 1.938 -0.472
C 3.124 1.865 -1.589
O 2.744 2.076 -2.866
C 4.520 1.695 -1.397
C 4.825 0.453 -0.496
S 4.450 0.783 1.312
C 3.211 -0.667 1.423
C 3.184 -1.887 1.228
C 2.193 -2.791 1.300
C 1.139 -2.422 2.338
C 1.357 -1.405 3.057
C 2.100 -0.318 2.812
C 0.215 2.443 -1.772
C -1.298 2.457 -1.522
C -1.982 2.202 -0.524
O -3.397 2.338 -0.101
C -4.103 2.622 -1.320
C -3.906 -0.894 -0.088
C -3.655 -1.829 -1.028
H 0.047 -3.166 -2.423
H -0.852 -4.658 -2.914
H -0.548 -4.362 -1.085
H -0.266 -2.464 -0.108
H -0.674 -0.683 1.417
H -4.034 0.950 1.772
H 0.763 1.668 1.495
H 2.558 1.909 0.378
H 5.013 2.420 -0.627
H 5.158 1.803 -2.300
H 4.156 -0.514 -0.946
H 5.812 0.065 -0.577
H 4.026 -2.267 0.277
H 2.369 -3.859 0.772
H 0.392 -3.218 2.414
H 0.488 -1.225 3.670
H 2.167 0.516 3.116
H 0.646 2.647 -2.684
H -1.808 2.439 -2.544
H -5.181 2.556 -0.826
H -3.878 3.656 -2.053
H -3.904 1.752 -2.148
H -4.937 -0.299 0.128
H -4.323 -2.231 -1.632
*
```

natural (NBO) population analysis, charges in e, atoms 1 to 4: -0.252, -0.487, 0.292, -0.331